DFT (the ωB97M-V functional and the def2-TZVPD basis) results for C5H8N2 in the gas phase.

```
15
Properties=species:S:1:pos:R:3:forces:R:3
N 0.0220 0.4336 0.8914 0.211 -0.253 -0.321
N -0.4411 -1.3028 -2.2340 0.165 0.038 -0.283
C 0.0558 -0.7275 -1.0506 -0.041 0.115 0.077
C 1.2581 -1.0013 -0.3606 -0.147 -0.005 0.046
C -0.6541 1.4901 1.7010 0.273 -0.146 0.146
C 1.2327 -0.3255 0.8419 -0.881 0.178 0.165
C -0.6409 0.1560 -0.2836 -0.103 -0.062 -0.213
H 0.2691 -1.8133 -2.7370 -0.004 0.040 -0.084
H -1.5831 0.6271 -0.5210 0.070 -0.022 0.112
H 2.0704 -1.6397 -0.7033 -0.297 0.043 0.269
H -0.0298 2.3532 1.9507 0.282 -0.400 -0.031
H -1.1350 1.1219 2.6144 0.409 -0.218 -0.093
H -0.8475 -0.5996 -2.8366 0.029 -0.155 -0.109
H -1.4779 1.9026 1.0938 0.502 -0.349 0.121
H 1.9013 -0.6749 1.6334 -0.468 1.196 0.197
```
Positions in Å, forces in eV/Å.

Results
DFT total energy in Eh: -304.79141
Relative energy (zero: lowest compared OMol25 entry of this formula, charge and spin) in kJ/mol: 115.8
Structure (SMILES): Cn1ccc(N)c1
HOMO in eV: -7.4
E_LUMO in eV: 1.0398
Total charge: 0
Gap between HOMO and LUMO in eV: 8.41